Below is one molecule with the formula C4HClN2, with properties calculated with ωB97M-V/def2-TZVPD.

Each line ends with the Mulliken charge.
Element x y z (Å)
C1 1.423 -0.188 0.004  0.03
C2 -1.876 -0.431 -0.008  0.03
C3 0.575 2.178 -0.005  -0.07
C4 -0.741 -0.863 0.004  0.36
N1 1.096 1.127 0.007  -0.04
N2 0.546 -1.108 0.003  -0.49
Cl1 -3.497 -0.277 -0.002  -0.16
H1 2.475 -0.439 -0.003  0.34

Calculated values
M, g mol⁻¹: 112.5
Frontier orbital gap, eV: 8.90
HOMO, eV: -9.58
LUMO energy, eV: -0.677
Net charge: 0

***

Below is a 2-piece molecular cluster, C4HF2O2 overall, with properties calculated with ωB97M-V/def2-TZVPD.

Each line ends with the Mulliken charge.
Element x y z (Å)
C1 -1.150 -0.448 0.398  -0.26
C2 -1.089 -1.746 0.767  -1.05
C3 0.605 1.311 -1.282  0.50
C4 0.113 -0.907 0.869  0.63
O1 0.371 0.737 -2.268  -0.26
O2 0.840 1.880 -0.325  -0.33
F1 0.693 -0.379 1.992  -0.30
F2 1.223 -0.893 -0.138  -0.38
H1 -1.606 0.445 -0.011  0.46

Calculated values
M, g mol⁻¹: 119.0
Frontier orbital gap (spin up / spin down), eV: 3.14 / 8.23
HOMO (spin up / spin down), eV: 0.59 / -4.66
LUMO energy (spin up / spin down), eV: 3.733 / 3.573
Net charge: -1
<S²>: 2.01
2S+1: 3

***

Below is one molecule with the formula C4HF7O2, with properties calculated with ωB97M-V/def2-TZVPD.

Each line ends with the Mulliken charge.
Element x y z (Å)
O1 -0.451 -2.247 -0.692  -0.42
C1 -1.119 -1.367 -0.986  0.59
F1 -2.006 -1.315 -1.993  -0.21
C2 -0.875 0.105 -0.009  0.26
O2 0.309 -0.051 0.663  -0.56
C3 -2.095 0.109 0.951  0.74
F2 -2.397 -1.189 1.207  -0.27
F3 -3.133 0.754 0.309  -0.27
F4 -1.890 0.739 2.094  -0.24
C4 -0.927 1.343 -0.963  0.71
F5 -1.836 1.316 -1.904  -0.22
F6 0.208 1.189 -1.682  -0.28
F7 -0.971 2.502 -0.273  -0.25
H1 0.550 -0.952 0.424  0.42

Calculated values
M, g mol⁻¹: 214.0
Frontier orbital gap, eV: 12.79
HOMO, eV: -12.19
LUMO energy, eV: 0.594
Net charge: 0
Structure (SMILES): O=C(F)C(O)(C(F)(F)F)C(F)(F)F

***

Below is C4HMgO2Rb as an isolated structure, with properties calculated with ωB97M-V/def2-TZVPD.

Each line ends with the Mulliken charge.
Element x y z (Å)
C1 1.257 0.265 0.027  -0.23
C2 2.561 0.323 -0.077  0.63
O1 3.708 0.486 -0.239  -0.36
O2 -1.476 0.513 -0.701  -0.53
C3 -1.016 -0.713 -0.430  -0.03
C4 0.359 -0.814 -0.150  -0.18
H1 0.031 -1.783 0.497  0.21
Mg1 -0.059 1.850 0.570  0.49
Rb1 -5.365 -0.126 0.504  0.99

Calculated values
M, g mol⁻¹: 190.8
Frontier orbital gap (spin up / spin down), eV: 6.21 / 5.31
HOMO (spin up / spin down), eV: -10.67 / -9.72
LUMO energy (spin up / spin down), eV: -4.461 / -4.410
Net charge: +1
<S²>: 1.19
2S+1: 2

***

- Look up the M of the first one.
  112.5 g mol⁻¹

***

Repeat the fourth record exactly.
Below is C4HMgO2Rb as an isolated structure, with properties calculated with ωB97M-V/def2-TZVPD.

Each line ends with the Mulliken charge.
Element x y z (Å)
C1 1.257 0.265 0.027  -0.23
C2 2.561 0.323 -0.077  0.63
O1 3.708 0.486 -0.239  -0.36
O2 -1.476 0.513 -0.701  -0.53
C3 -1.016 -0.713 -0.430  -0.03
C4 0.359 -0.814 -0.150  -0.18
H1 0.031 -1.783 0.497  0.21
Mg1 -0.059 1.850 0.570  0.49
Rb1 -5.365 -0.126 0.504  0.99

Calculated values
M, g mol⁻¹: 190.8
Frontier orbital gap (spin up / spin down), eV: 6.21 / 5.31
HOMO (spin up / spin down), eV: -10.67 / -9.72
LUMO energy (spin up / spin down), eV: -4.461 / -4.410
Net charge: +1
<S²>: 1.19
2S+1: 2